C63H71Ge2INS5SbSc as an isolated structure in a non-equilibrium geometry, computed with ωB97M-V/def2-TZVPD.

Computed properties:
E_tot	-9941.91621	Eh
highest occupied orbital energy	-5.2	eV
lowest unoccupied orbital energy	2.0	eV
Kohn-Sham gap	0.2644	Eh
net charge	-1
relative energy (zero: lowest compared OMol25 entry of this formula, charge and spin)	49.12	kJ/mol

Atoms and positions in Å:
Sc1 -1.70679 0.98857 -1.57324
C1 -5.54521 -2.51398 0.69882
C2 -4.09659 -2.82015 0.94096
C3 -3.47246 -2.46858 2.12732
C4 -2.12202 -2.71379 2.33975
C5 -1.48580 -2.30170 3.63370
C6 -1.38305 -3.34937 1.33854
C7 -2.01585 -3.78008 0.16685
C8 -1.27150 -4.51375 -0.90705
C9 -3.35442 -3.47872 -0.02807
C10 0.05938 -3.63781 1.53116
C11 0.39056 -4.92204 1.94848
C12 1.70825 -5.29450 2.11793
C13 2.70582 -4.36204 1.91374
C14 2.39698 -3.06125 1.52148
C15 1.07125 -2.70238 1.30672
Ge1 0.56617 -0.89977 0.54073
S1 -0.81761 -1.26842 -1.08543
S2 -0.15640 0.57048 2.15212
Ge2 0.82419 2.16404 0.81057
S3 -0.76443 3.04397 -0.37538
S4 2.13196 0.58158 -0.22167
C16 1.91877 3.62854 1.70524
C17 1.97530 3.86472 3.07630
C18 2.64127 4.99153 3.55828
C19 3.27904 5.86516 2.70099
C20 3.28282 5.59151 1.34862
C21 2.60337 4.48805 0.84605
C22 2.71236 4.24042 -0.60791
C23 3.72717 3.41037 -1.08431
C24 4.70002 2.73006 -0.16206
C25 3.86886 3.24002 -2.45552
C26 3.03882 3.88878 -3.35223
C27 3.16593 3.70750 -4.83117
C28 2.05623 4.73674 -2.85847
C29 1.88668 4.93508 -1.50040
C30 0.84897 5.89266 -0.99528
C31 1.46364 2.91509 4.09195
C32 0.12396 2.86346 4.46744
C33 -0.89334 3.74191 3.80637
C34 -0.27140 1.97102 5.45740
C35 0.64100 1.14657 6.09301
C36 0.22281 0.14912 7.13169
C37 1.97888 1.24121 5.73385
C38 2.40217 2.10388 4.73978
C39 3.84769 2.14073 4.34095
C40 3.53893 -2.11850 1.40592
C41 3.94711 -1.39518 2.52700
C42 3.13822 -1.43218 3.78933
C43 5.12221 -0.65800 2.47017
C44 5.90354 -0.63102 1.32748
C45 7.22301 0.08344 1.29969
C46 5.46286 -1.32163 0.20759
C47 4.29381 -2.06389 0.23136
C48 3.84167 -2.80849 -0.98529
H1 -6.03562 -2.17855 1.60853
H2 -6.06937 -3.39188 0.31875
H3 -5.62732 -1.72480 -0.04805
H4 -4.04975 -1.99075 2.90899
H5 -2.24368 -2.05121 4.37168
H6 -0.86615 -1.41946 3.47988
H7 -0.84935 -3.08918 4.03363
H8 -0.45901 -5.11060 -0.50180
H9 -0.84176 -3.78631 -1.59783
H10 -1.94826 -5.15532 -1.46541
H11 -3.82850 -3.76185 -0.96190
H12 -0.40694 -5.62644 2.14027
H13 1.94926 -6.30514 2.41660
H14 3.74286 -4.62395 2.07001
H15 2.66152 5.16706 4.62716
H16 3.79502 6.73426 3.08619
H17 3.82496 6.22655 0.66046
H18 4.43147 2.87424 0.88173
H19 5.70563 3.12642 -0.31749
H20 4.71979 1.66133 -0.36863
H21 4.64626 2.58322 -2.81880
H22 4.06790 3.16013 -5.08541
H23 3.17520 4.67504 -5.33203
H24 2.30724 3.14394 -5.18992
H25 1.41218 5.24780 -3.56148
H26 0.21758 6.22998 -1.81343
H27 1.31017 6.75981 -0.52165
H28 0.21886 5.40782 -0.25270
H29 -0.43917 4.65820 3.43400
H30 -1.69341 3.98884 4.50013
H31 -1.33081 3.21674 2.95451
H32 -1.31920 1.92205 5.72342
H33 -0.82403 0.26946 7.39527
H34 0.82928 0.24859 8.03080
H35 0.36478 -0.86011 6.74780
H36 2.70584 0.61732 6.23676
H37 4.42809 1.46732 4.96816
H38 4.26053 3.14481 4.43060
H39 3.95105 1.83509 3.29983
H40 2.75526 -2.43537 3.97334
H41 2.28153 -0.76037 3.71043
H42 3.73630 -1.11960 4.64097
H43 5.45075 -0.12156 3.35030
H44 7.40606 0.60721 2.23528
H45 7.25787 0.80499 0.48525
H46 8.02804 -0.63543 1.14014
H47 6.05921 -1.29905 -0.69457
H48 4.57317 -2.72385 -1.78640
H49 2.89473 -2.39748 -1.33775
H50 3.68160 -3.86088 -0.75392
S5 -6.26565 1.28404 -0.20682
C49 -5.37736 0.97936 1.22488
C50 -4.04303 0.81707 1.01149
C51 -3.64353 0.92980 -0.35400
C52 -4.75728 1.17950 -1.13580
C53 -4.76412 1.32056 -2.56301
C54 -5.95155 1.47979 -3.29453
C55 -5.90760 1.55773 -4.66708
C56 -4.67012 1.49389 -5.29728
C57 -3.54444 1.34607 -4.51397
N1 -3.56191 1.25031 -3.18554
H51 -5.91099 0.93262 2.15532
H52 -3.34853 0.60602 1.81501
H53 -6.88196 1.53479 -2.75016
H54 -6.81459 1.64388 -5.24699
H55 -4.57809 1.55231 -6.37021
H56 -2.57019 1.30764 -4.97652
I1 0.10666 1.27648 -3.81064
C58 -1.59669 -4.98852 -4.56753
C59 -2.95954 -4.45308 -4.18076
Sb1 -2.90816 -2.26515 -3.83063
C60 -5.09055 -2.12842 -3.48500
C61 -6.00013 -3.03344 -4.29204
C62 -3.08242 -1.84951 -6.00343
C63 -1.73915 -1.47123 -6.60305
H57 -1.62394 -6.06989 -4.70527
H58 -0.85367 -4.76713 -3.80669
H59 -1.27417 -4.53541 -5.50147
H60 -3.32658 -4.93991 -3.27800
H61 -3.66971 -4.65228 -4.97983
H62 -5.34964 -1.08897 -3.67682
H63 -5.24561 -2.30441 -2.42158
H64 -5.87737 -2.86311 -5.35830
H65 -7.04025 -2.82583 -4.03610
H66 -5.80047 -4.08085 -4.08504
H67 -3.80379 -1.04335 -6.13418
H68 -3.47298 -2.73966 -6.49419
H69 -1.28237 -0.63998 -6.06804
H70 -1.83981 -1.18688 -7.65206
H71 -1.05126 -2.31295 -6.54770